Entry 1:
Formula: C36H70F10N2O12S2
Source: OMol25
Level of theory: the ωB97M-V functional and the def2-TZVPD basis

```
! RIJCOSX wB97M-V def2-TZVPD def2/J DEFGRID3
* xyz 0 1
C 4.650 0.315 5.542
C 4.101 0.100 4.150
N 2.749 -0.472 4.198
N 1.895 0.015 3.158
C 0.478 0.072 3.565
C 0.187 1.245 4.500
C -0.573 2.412 3.881
F -1.288 2.038 2.808
F -1.515 2.783 4.820
C 0.188 3.745 3.632
F 0.618 4.194 4.830
F -0.689 4.651 3.166
S 1.673 3.688 2.471
F 1.184 2.333 1.839
F 0.883 4.470 1.344
F 2.167 5.076 3.055
F 2.516 2.935 3.572
F 2.930 3.651 1.526
S 2.055 -0.986 1.848
O 1.201 -0.532 0.809
O 2.007 -2.360 2.198
F 3.495 -0.723 1.363
H 4.590 -0.608 6.111
H 5.692 0.608 5.497
H 4.115 1.119 6.046
H 4.134 1.004 3.547
H 4.735 -0.630 3.650
H 2.335 -0.299 5.103
H 0.276 -0.853 4.108
H -0.152 0.046 2.685
H -0.445 0.857 5.289
H 1.095 1.560 5.003
C 1.217 0.844 -1.932
C 1.202 0.548 -3.408
C -0.093 0.047 -4.000
O 2.188 0.704 -4.094
H 2.206 1.192 -1.643
H 0.485 1.620 -1.696
H 0.984 -0.056 -1.370
H -0.882 0.789 -3.860
H -0.381 -0.893 -3.525
H 0.042 -0.126 -5.065
C -3.474 0.461 0.289
C -3.563 -0.148 1.667
C -4.905 -0.681 2.088
O -2.596 -0.199 2.394
H -2.457 0.806 0.110
H -3.736 -0.282 -0.464
H -4.157 1.308 0.211
H -5.223 -1.467 1.410
H -5.646 0.119 2.081
H -4.831 -1.086 3.097
C -0.200 5.119 -5.644
C -0.846 3.793 -5.969
C 0.080 2.635 -6.247
O -2.047 3.667 -6.002
H -0.972 5.863 -5.466
H 0.418 5.025 -4.750
H 0.423 5.445 -6.478
H 0.706 2.443 -5.375
H 0.713 2.858 -7.106
H -0.508 1.748 -6.465
C 3.366 -5.064 3.264
C 4.821 -5.366 3.518
C 5.348 -6.685 3.003
O 5.538 -4.589 4.106
H 3.119 -4.092 3.680
H 3.167 -5.047 2.192
H 2.740 -5.824 3.737
H 5.231 -6.737 1.920
H 4.802 -7.510 3.463
H 6.403 -6.776 3.251
C 2.865 -3.392 -2.796
C 2.262 -3.920 -4.077
C 2.362 -3.038 -5.297
O 1.723 -5.002 -4.118
H 2.721 -4.124 -2.004
H 3.933 -3.215 -2.930
H 2.374 -2.459 -2.511
H 3.408 -2.849 -5.539
H 1.851 -2.092 -5.112
H 1.889 -3.537 -6.140
C -6.331 3.902 6.895
C -5.954 2.899 5.834
C -4.717 3.198 5.021
O -6.610 1.901 5.643
H -7.234 3.569 7.402
H -5.527 3.991 7.627
H -6.522 4.875 6.440
H -3.847 3.262 5.673
H -4.841 4.142 4.488
H -4.558 2.401 4.298
C -8.714 -3.421 -0.414
C -8.088 -2.444 0.550
C -8.683 -2.371 1.935
O -7.151 -1.749 0.229
H -8.194 -3.372 -1.368
H -8.640 -4.435 -0.020
H -9.765 -3.171 -0.569
H -8.607 -3.343 2.426
H -9.732 -2.079 1.877
H -8.143 -1.634 2.525
C -5.068 3.157 10.745
C -5.949 4.365 10.950
C -7.013 4.271 12.016
O -5.808 5.366 10.288
H -4.353 3.366 9.953
H -4.524 2.929 11.662
H -5.674 2.296 10.458
H -6.553 4.091 12.989
H -7.702 3.457 11.787
H -7.568 5.205 12.055
C 1.956 -2.471 -9.189
C 3.427 -2.277 -8.903
C 4.401 -2.943 -9.841
O 3.801 -1.615 -7.963
H 1.368 -1.942 -8.442
H 1.712 -2.079 -10.177
H 1.705 -3.533 -9.152
H 4.262 -2.569 -10.856
H 4.252 -4.023 -9.832
H 5.416 -2.726 -9.525
C 8.173 -1.107 -10.270
C 7.562 -1.627 -11.548
C 7.657 -0.736 -12.763
O 7.020 -2.706 -11.595
H 8.037 -1.839 -9.477
H 9.241 -0.932 -10.410
H 7.691 -0.173 -9.976
H 8.703 -0.546 -13.006
H 7.154 0.213 -12.572
H 7.180 -1.226 -13.609
*
```

## Properties
lowest unoccupied orbital energy	0.40	eV
HOMO	-0.3383	Ha
orbital gap	9.6	eV
M	977.072	g mol⁻¹

***

Entry 2:
Formula: C36H70FN2O26
Source: OMol25
Level of theory: the ωB97M-V functional and the def2-TZVPD basis

```
! RIJCOSX wB97M-V def2-TZVPD def2/J DEFGRID3
* xyz -1 1
C 3.622 1.791 2.510
C 2.962 3.081 2.021
C 2.384 3.855 3.222
C 2.064 2.937 0.787
C 0.681 2.283 0.841
C -0.353 3.141 1.615
C -1.754 3.134 1.011
C -2.689 4.210 1.562
C -3.243 3.947 2.967
C -3.886 2.583 3.170
N -4.946 2.283 2.197
C 0.744 0.933 1.223
O 1.631 0.104 0.963
N -0.448 0.329 1.897
C -0.480 0.157 3.221
O -1.326 -0.389 3.860
F 0.592 0.647 3.855
H 4.215 1.345 1.715
H 2.904 1.076 2.894
H 4.301 2.040 3.331
H 3.817 3.677 1.682
H 2.163 3.170 4.040
H 3.147 4.530 3.613
H 1.523 4.468 2.985
H 1.924 3.944 0.375
H 2.646 2.408 0.029
H -0.011 4.173 1.508
H -0.362 2.937 2.689
H -2.267 2.174 1.090
H -1.636 3.308 -0.058
H -3.539 4.273 0.878
H -2.205 5.185 1.544
H -2.461 4.098 3.710
H -4.013 4.703 3.155
H -4.301 2.514 4.173
H -3.115 1.819 3.081
H -5.186 3.090 1.643
H -4.696 1.527 1.581
H -1.336 0.619 1.523
C 4.209 -2.212 2.051
O 5.521 -1.628 2.111
C 6.323 -2.149 3.018
O 6.064 -3.050 3.778
O 7.497 -1.510 2.963
C 8.466 -1.987 3.894
H 3.662 -1.681 1.277
H 4.280 -3.269 1.800
H 3.691 -2.083 2.998
H 8.702 -3.034 3.707
H 8.113 -1.864 4.917
H 9.355 -1.382 3.739
C 1.599 8.041 7.050
O 2.468 7.164 6.336
C 3.764 7.382 6.538
O 4.235 8.233 7.248
O 4.449 6.498 5.820
C 5.867 6.607 5.936
H 0.589 7.743 6.786
H 1.744 7.936 8.124
H 1.766 9.075 6.752
H 6.182 6.447 6.965
H 6.207 7.582 5.589
H 6.278 5.829 5.301
C -8.474 2.668 0.242
O -7.387 2.570 -0.680
C -7.687 1.969 -1.826
O -8.762 1.520 -2.131
O -6.590 1.943 -2.579
C -6.762 1.318 -3.850
H -8.086 3.164 1.126
H -9.287 3.256 -0.182
H -8.833 1.679 0.518
H -7.500 1.849 -4.446
H -7.055 0.277 -3.731
H -5.800 1.361 -4.351
C -5.886 -2.691 -8.804
O -6.450 -1.953 -7.714
C -7.179 -2.683 -6.872
O -7.392 -3.862 -6.961
O -7.632 -1.877 -5.913
C -8.433 -2.531 -4.925
H -5.321 -1.979 -9.398
H -5.216 -3.465 -8.437
H -6.671 -3.135 -9.413
H -7.859 -3.300 -4.412
H -9.322 -2.967 -5.374
H -8.726 -1.767 -4.211
C 7.378 -6.271 4.634
O 8.455 -6.645 5.506
C 9.655 -6.610 4.944
O 9.904 -6.299 3.809
O 10.557 -6.979 5.859
C 11.902 -6.982 5.382
H 6.471 -6.337 5.225
H 7.499 -5.249 4.283
H 7.316 -6.954 3.789
H 12.200 -5.985 5.063
H 12.017 -7.683 4.558
H 12.518 -7.297 6.219
C 0.149 -1.723 6.800
O 1.350 -2.140 7.470
C 2.033 -1.159 8.042
O 1.733 0.004 8.068
O 3.130 -1.686 8.602
C 3.963 -0.727 9.249
H -0.299 -2.621 6.389
H -0.539 -1.261 7.506
H 0.372 -1.032 5.992
H 3.428 -0.233 10.058
H 4.322 0.014 8.538
H 4.805 -1.283 9.654
C -1.030 0.715 -10.688
O -1.709 1.325 -9.590
C -2.399 0.475 -8.831
O -2.485 -0.713 -9.008
O -2.974 1.160 -7.852
C -3.750 0.367 -6.944
H -0.518 1.518 -11.209
H -0.303 -0.014 -10.333
H -1.739 0.235 -11.360
H -3.122 -0.370 -6.449
H -4.569 -0.126 -7.463
H -4.146 1.061 -6.209
C -4.963 -7.381 -12.602
O -4.487 -6.455 -11.624
C -3.440 -5.731 -12.019
O -2.901 -5.802 -13.092
O -3.100 -4.918 -11.024
C -1.999 -4.050 -11.294
H -5.805 -7.892 -12.145
H -5.292 -6.858 -13.498
H -4.190 -8.103 -12.857
H -2.230 -3.386 -12.125
H -1.092 -4.614 -11.506
H -1.861 -3.462 -10.391
*
```

## Properties
lowest unoccupied orbital energy	1.67	eV
HOMO	-0.1226	Ha
orbital gap	5.0	eV
M	965.942	g mol⁻¹

***

Entry 3:
Formula: C36H72O11S2
Source: OMol25
Level of theory: the ωB97M-V functional and the def2-TZVPD basis

```
! RIJCOSX wB97M-V def2-TZVPD def2/J DEFGRID3
* xyz 0 1
O -2.676 -0.479 1.739
S -2.866 -0.039 3.091
O -3.068 -0.992 4.137
C -1.722 1.198 3.569
C -2.427 2.117 4.636
C -3.800 2.331 4.007
C -4.281 1.144 3.187
H -1.610 1.759 2.680
H -0.790 0.725 3.877
H -2.439 1.581 5.609
H -1.809 3.008 4.844
H -3.767 3.174 3.285
H -4.480 2.622 4.774
H -4.400 1.422 2.078
H -5.179 0.604 3.539
O -1.087 7.249 1.516
S -0.352 6.075 1.123
O -0.424 4.816 1.937
C -0.607 5.793 -0.612
C 0.104 6.976 -1.242
C 1.510 6.922 -0.620
C 1.349 6.690 0.836
H -1.691 5.673 -0.751
H -0.076 4.806 -0.847
H 0.213 6.987 -2.336
H -0.349 7.928 -1.038
H 2.197 7.738 -0.829
H 2.012 6.040 -1.037
H 1.298 7.619 1.413
H 1.996 5.976 1.379
C 2.358 0.454 -3.154
C 2.484 0.074 -4.578
C 3.740 -0.817 -4.612
O 4.269 -0.891 -3.282
C 3.789 0.268 -2.583
H 1.731 -0.241 -2.555
H 1.872 1.416 -3.114
H 2.735 1.008 -5.052
H 1.513 -0.365 -5.000
H 4.521 -0.513 -5.285
H 3.525 -1.797 -5.040
H 4.421 1.164 -2.746
H 3.779 -0.001 -1.494
C 1.739 -4.394 2.917
C 1.162 -3.147 2.254
C -0.147 -3.746 1.745
O -0.546 -4.753 2.671
C 0.534 -5.066 3.571
H 2.643 -4.181 3.561
H 2.082 -4.928 2.004
H 1.699 -2.722 1.412
H 0.955 -2.365 2.978
H 0.069 -4.255 0.742
H -0.926 -2.987 1.545
H 0.444 -6.148 3.714
H 0.198 -4.667 4.506
C -2.877 2.821 -0.102
C -2.288 2.693 -1.541
C -3.219 1.643 -2.112
O -4.509 1.985 -1.598
C -4.331 2.901 -0.464
H -2.537 3.685 0.436
H -2.606 1.942 0.494
H -1.232 2.406 -1.627
H -2.401 3.625 -2.091
H -3.072 0.474 -1.821
H -3.189 1.669 -3.195
H -5.046 2.551 0.352
H -4.579 3.844 -0.824
C 5.228 -3.198 -1.057
C 6.133 -2.126 -0.438
C 5.285 -1.546 0.618
O 3.952 -1.661 0.237
C 3.880 -3.002 -0.228
H 5.599 -4.202 -0.812
H 5.168 -2.948 -2.162
H 6.386 -1.410 -1.185
H 7.038 -2.566 -0.079
H 5.584 -0.479 0.755
H 5.564 -2.073 1.537
H 3.078 -3.273 -0.862
H 3.837 -3.670 0.634
C -0.867 -4.246 -3.261
C 0.460 -4.085 -2.448
C 0.928 -2.701 -2.894
O 0.311 -2.417 -4.090
C -1.036 -2.856 -3.941
H -1.767 -4.478 -2.659
H -0.779 -5.050 -3.988
H 1.196 -4.883 -2.661
H 0.179 -4.087 -1.397
H 2.014 -2.758 -3.049
H 0.775 -1.908 -2.152
H -1.445 -2.917 -4.961
H -1.530 -2.082 -3.291
C 1.018 1.522 0.633
C 1.838 1.441 1.832
C 2.115 2.893 2.067
O 2.292 3.460 0.736
C 1.675 2.595 -0.239
H -0.025 1.782 0.872
H 0.856 0.588 0.014
H 2.759 0.901 1.717
H 1.364 0.992 2.709
H 2.934 3.125 2.729
H 1.208 3.305 2.477
H 2.459 2.150 -0.879
H 0.983 3.134 -0.870
C -4.429 -2.938 1.169
C -4.560 -4.475 1.038
C -4.664 -4.615 -0.476
O -3.686 -3.680 -0.871
C -3.681 -2.556 -0.041
H -3.841 -2.739 2.073
H -5.493 -2.560 1.302
H -5.437 -4.958 1.622
H -3.631 -4.962 1.340
H -5.695 -4.396 -0.893
H -4.259 -5.520 -0.932
H -4.137 -1.705 -0.504
H -2.674 -2.264 0.234
*
```

## Properties
lowest unoccupied orbital energy	0.47	eV
HOMO	-0.3335	Ha
orbital gap	9.5	eV
M	745.095	g mol⁻¹
relative energy (zero: lowest compared OMol25 entry of this formula, charge and spin)	0.047	eV